Density functional theory data (the ωB97M-V functional and the def2-TZVPD basis) for C2H6N4O2 as an isolated structure in a non-equilibrium geometry.

Results
**E**: -448.989639 hartree
**Strongest force on any atom**: 0.163 Eh/bohr
**Orbital gap**: 0.32602 Ha
**LUMO**: 0.26 eV
**Multiplicity**: 1

```
14
Properties=species:S:1:pos:R:3:lowdin_charge:R:1
C -0.1504 0.9151 1.0589 -0.25
C 0.6116 -0.7567 -1.4110 -0.19
H 0.3388 -0.3272 3.6381 0.12
H -1.2130 1.4160 1.3253 0.17
H -0.5159 1.8303 -0.6952 0.20
H 1.8043 0.2473 -0.2613 0.08
H 1.5359 -1.6073 -1.5434 0.19
H -2.1724 -1.2869 -2.6234 0.27
N 0.7578 0.4372 2.0442 0.02
N 0.3170 1.3272 -0.0949 -0.06
N 1.1224 0.4729 -0.9421 -0.03
N -0.6836 -0.8179 -1.5723 -0.12
O -0.4240 0.1229 3.0500 -0.24
O -1.3286 -1.9728 -1.9729 -0.16
```

***

Density functional theory data (the ωB97M-V functional and the def2-TZVPD basis) for one molecule with the formula C6H9NO in a non-equilibrium geometry.

Results
**E**: -363.697161 hartree
**Strongest force on any atom**: 0.126 Eh/bohr
**Orbital gap**: 0.34909 Ha
**LUMO**: 0.27 eV
**Multiplicity**: 1

```
17
Properties=species:S:1:pos:R:3:lowdin_charge:R:1
O 2.1517 0.0802 1.1437 -0.04
C 0.9942 -0.5133 1.0579 -0.17
C -0.2973 0.1294 0.5820 -0.41
C -0.0047 1.4840 -0.2107 -0.04
C 0.0996 0.7007 -1.8283 -0.20
N -0.2807 -0.6672 -1.6360 -0.08
C -1.0751 -0.6470 -0.2495 -0.28
C -1.5537 -0.8175 1.2519 0.07
H 1.0205 -1.6233 1.5829 0.17
H 0.8125 2.1315 -0.1166 0.05
H -0.9517 2.0988 -0.2721 0.10
H -1.0000 1.1976 -2.3341 0.16
H 1.1346 1.0907 -2.4011 0.16
H 0.5441 -1.3786 -1.1417 0.18
H -2.0221 -0.0245 -0.2803 0.13
H -1.3142 -1.4358 2.0907 0.06
H -2.4504 -0.0455 1.5544 0.15
```

***

Density functional theory data (the ωB97M-V functional and the def2-TZVPD basis) for C35H42AsCl2EuN2O3 as an isolated structure in a non-equilibrium geometry.

Results
**E**: -5560.662074 hartree
**Strongest force on any atom**: 0.081 Eh/bohr
**Expectation value of S²**: 15.76
**Orbital gap (spin up / spin down)**: 0.19735 / 0.21461 Ha
**Charge**: -1
**LUMO (spin up / spin down)**: 2.26 / 2.26 eV
**Multiplicity**: 8

```
86
Properties=species:S:1:pos:R:3:lowdin_charge:R:1
O 0.6180 -0.4794 -5.0095 -0.02
C -0.2591 0.2634 -4.6526 -0.35
C -0.2535 1.7898 -4.7450 -0.20
C 0.3475 2.7811 -3.9584 -0.08
H 0.5752 2.5235 -2.9080 0.03
C 0.5333 4.0773 -4.4767 -0.08
H 1.0448 4.8045 -3.8266 0.11
C 0.1305 4.3869 -5.7662 -0.13
H 0.3026 5.3518 -6.1521 0.08
C -0.5334 3.4511 -6.5411 -0.10
H -0.8826 3.6577 -7.5748 0.10
C -0.7245 2.1429 -6.0303 -0.05
H -1.2798 1.3791 -6.6354 0.12
H -1.3202 -0.0687 -4.9677 0.12
C -2.3177 -0.9464 -2.7026 -0.19
C -1.6410 0.4035 -2.5673 -0.40
H -3.3555 -0.8702 -3.1197 0.07
H -2.4662 -1.2684 -1.6406 0.05
H -1.7458 -1.7363 -3.2291 0.06
C -2.2511 1.5829 -2.4348 -0.32
C -3.6989 1.6848 -2.0170 -0.15
H -1.6626 2.5145 -2.5019 0.07
H -4.3600 2.0088 -2.8136 0.06
H -3.7148 2.4091 -1.2225 0.02
H -4.0167 0.7216 -1.6173 0.05
Eu -0.7215 0.4780 -0.2884 0.98
Cl 0.8829 2.7170 -0.3322 -0.24
Cl -2.6456 1.5039 1.2074 -0.11
H 4.8058 1.5001 -3.4045 0.09
H 5.1350 1.5716 -0.9577 0.08
C 3.7179 1.5410 -3.1880 -0.06
C 4.0838 1.4419 -0.7386 -0.06
N 3.4390 0.8781 -1.9271 -0.19
H 3.1663 1.0392 -4.0027 0.09
C 2.5446 -0.1232 -1.8644 -0.31
O 1.8657 -0.4087 -0.8524 -0.14
H 3.9580 0.7585 0.1008 0.08
H 2.4730 -0.7146 -2.8002 0.14
H 3.4146 2.6028 -3.1538 0.09
H 3.6366 2.4045 -0.4931 0.04
H -0.4534 -5.4295 0.2483 0.09
H 1.4053 -5.6237 -1.7147 0.09
C -0.9797 -4.7659 -0.4462 -0.02
C 0.7708 -4.8969 -2.2588 -0.04
N -0.0161 -4.0945 -1.3252 -0.17
H -1.5310 -4.0204 0.0870 0.07
C 0.0890 -2.7700 -1.2600 -0.27
O -0.5806 -2.0585 -0.4479 -0.18
H 1.4064 -4.2480 -2.8623 0.09
H 0.8029 -2.3036 -1.9688 0.13
H -1.6498 -5.3925 -1.0546 0.09
H 0.1113 -5.4800 -2.9220 0.09
C -0.7789 3.6876 5.4506 -0.11
C 0.1151 3.7538 4.3699 -0.08
C 0.2085 2.6794 3.4749 -0.11
C -0.5475 1.5320 3.7289 -0.42
C -1.4667 1.4581 4.7688 -0.12
C -1.5814 2.5578 5.6415 -0.09
As -0.2764 0.0455 2.4965 1.19
C 1.3442 -0.5995 3.3857 -0.39
C 2.5065 -0.8083 2.6528 -0.10
C 3.6679 -1.1808 3.3168 -0.10
C 3.6719 -1.3311 4.7022 -0.11
C 2.5047 -1.1157 5.4441 -0.09
C 1.3253 -0.7442 4.7758 -0.11
C -1.4932 -1.3502 3.1365 -0.38
C -0.9984 -2.6339 3.3720 -0.12
C -1.8858 -3.6685 3.6571 -0.11
C -3.2652 -3.4413 3.6702 -0.11
C -3.7675 -2.1592 3.4017 -0.09
C -2.8784 -1.1108 3.1377 -0.16
H -0.8479 4.5231 6.1488 0.09
H 0.7425 4.6293 4.2236 0.10
H 0.8400 2.7403 2.5876 0.06
H -2.0856 0.5744 4.9027 0.09
H -2.2876 2.5039 6.4637 0.09
H 2.4863 -0.6699 1.5834 0.07
H 4.5838 -1.3533 2.7599 0.10
H 4.5859 -1.6138 5.2353 0.10
H 2.4857 -1.2253 6.5408 0.10
H 0.4016 -0.5486 5.3423 0.11
H 0.0749 -2.8168 3.3347 0.10
H -1.5014 -4.6615 3.8681 0.09
H -3.9693 -4.2497 3.8880 0.09
H -4.8452 -1.9571 3.3820 0.10
H -3.2679 -0.1166 2.8860 0.01
```

***

Density functional theory data (the ωB97M-V functional and the def2-TZVPD basis) for a 2-piece molecular cluster, C7H15BrN4 overall in a non-equilibrium geometry.

Results
**E**: -3067.973892 hartree
**Strongest force on any atom**: 0.100 Eh/bohr
**Orbital gap (spin up / spin down)**: 0.19211 / 0.18675 Ha
**Charge**: +2
**LUMO (spin up / spin down)**: -8.84 / -8.84 eV
**Multiplicity**: 1

```
27
Properties=species:S:1:pos:R:3:lowdin_charge:R:1
C -0.6922 -1.8279 -1.2763 0.06
C -1.3184 -2.1614 -4.4424 -0.60
C -0.3278 -0.8107 0.8438 -0.29
C 0.2338 0.4312 0.5420 -0.22
C 2.2688 1.6459 1.4604 -0.05
C -0.0065 2.6058 1.6223 -0.03
C 0.7462 1.2630 1.6929 -0.32
N -0.5840 -1.8824 -0.0344 0.10
N -0.8229 -1.1721 2.0260 0.12
N 0.2271 0.9529 -0.7042 0.13
N -2.3994 -1.8473 -4.0746 0.31
Br 0.0742 -3.0213 -5.0863 1.13
H -0.6634 -2.7123 -1.8311 0.07
H 2.6007 2.0176 0.4545 0.09
H 3.0032 0.7541 1.4751 0.11
H 2.4874 2.3240 2.2705 0.08
H -0.9570 2.2808 1.1675 0.10
H 0.4487 3.3377 1.0835 0.05
H -0.1602 2.9520 2.6467 0.11
H 0.6799 0.6638 2.5630 0.10
H -0.6778 -2.8288 0.4577 0.22
H -0.5142 -0.5996 2.8735 0.15
H -0.7638 -2.1555 2.2449 0.11
H 0.4538 1.9677 -0.8181 0.14
H -0.6421 -0.9178 -1.7422 0.05
H 0.7085 0.5444 -1.4812 0.10
H -3.4029 -1.8039 -3.9335 0.17
```

***

The highest E belongs to which entry? C6H9NO

***

The highest strongest force on any atom belongs to which entry? C2H6N4O2